Record 1
This record from the OMol25 dataset describes one molecule with the formula C3H3ClN2OS. The level of theory is ωB97M-V/def2-TZVPD.

```
11
Properties=species:S:1:pos:R:3:forces:R:3
H 2.93793 0.96998 -0.27765 -0.48 -1.37 0.05
N 2.79267 -0.07179 -0.22658 -2.02 1.05 1.18
C 1.56534 -0.39012 0.06248 2.20 2.22 -1.85
O 1.24670 -1.68310 0.15076 -1.08 -0.15 0.32
C -0.13309 -1.77507 0.07554 -0.04 -2.43 -0.42
C -0.71666 -0.61215 -0.11314 0.79 0.79 1.27
Cl -2.36881 -0.23119 -0.06902 0.14 0.09 -0.20
N 0.33162 0.37154 0.04183 0.28 -2.81 -0.47
S 0.11026 1.97978 -0.00226 0.28 1.32 -0.46
H -0.50679 -2.80663 0.12385 0.05 0.87 -0.05
H -0.06257 2.12102 1.30123 -0.12 0.42 0.63
```
Forces are in eV/Å.

## Properties
Structure (SMILES): [H]/N=c1/occ(Cl)n1S
Calculated total energy (a.u.): -1159.19029
HOMO energy (eV): -8.55
F_max (Eh/bohr): 0.0706
Relative energy (zero: lowest compared OMol25 entry of this formula, charge and spin) (eV): 1.360
HOMO-LUMO gap (eV): 9.0



Record 2
This record from the OMol25 dataset describes C3H3ClN2S as an isolated structure. The level of theory is ωB97M-V/def2-TZVPD.

```
10
Properties=species:S:1:pos:R:3:forces:R:3
C 2.30786 0.19479 -0.44331 -0.16 -0.97 -0.96
C 1.15498 -0.62583 -0.23498 -0.18 3.96 -0.09
C -1.58272 -0.23304 0.02863 1.35 -1.24 0.75
N 3.14616 0.78746 -0.97897 0.03 0.20 0.46
N -0.50317 2.28730 0.62329 0.19 -0.77 -0.19
S -0.28799 0.81137 0.76038 0.29 -0.79 -0.61
Cl 1.28384 -1.98006 0.63405 0.37 -2.15 1.20
H -1.41135 -1.30652 0.30214 -0.16 1.12 -0.28
H -1.60971 -0.06461 -1.00205 0.63 -0.06 -1.77
H -2.49791 0.12915 0.31082 -2.36 0.68 1.48
```
Forces are in eV/Å.

## Properties
Calculated total energy (a.u.): -1083.77187
HOMO energy (spin up / spin down) (eV): -8.95 / -9.39
F_max (Eh/bohr): 0.0772
Relative energy (zero: lowest compared OMol25 entry of this formula, charge and spin) (eV): 6.385
HOMO-LUMO gap (spin up / spin down) (eV): 6.8 / 7.2



Record 3
This record from the OMol25 dataset describes one molecule with the formula C3H3ClN2S. The level of theory is ωB97M-V/def2-TZVPD.

```
10
Properties=species:S:1:pos:R:3:forces:R:3
C 1.11838 -0.79602 -1.05005 -1.55 0.23 2.07
C 0.67910 -1.80959 -0.35438 -0.05 -0.13 0.77
C 0.64441 0.57613 -0.67873 1.50 -0.51 -4.02
N -0.06554 -0.35397 1.31700 -0.97 -0.19 -0.17
N -0.06067 0.62778 0.43267 0.06 2.92 1.96
S 0.85670 1.81475 -1.81288 -0.31 -0.66 1.59
Cl 0.74777 -3.27613 0.34686 0.07 -0.47 -0.50
H 1.75232 -0.95384 -1.83351 1.80 0.26 -2.19
H -1.01666 -0.27140 1.64294 -0.27 -0.10 1.56
H -0.26243 1.60184 0.81218 -0.27 -1.37 -1.07
```
Forces are in eV/Å.

## Properties
Calculated total energy (a.u.): -1083.79195
HOMO energy (spin up / spin down) (eV): -7.31 / -8.76
F_max (Eh/bohr): 0.0840
Relative energy (zero: lowest compared OMol25 entry of this formula, charge and spin) (eV): 2.590
2S+1: 3
HOMO-LUMO gap (spin up / spin down) (eV): 7.2 / 6.9



Record 4
This record from the OMol25 dataset describes a 2-piece molecular cluster, C3H3ClN4O2S overall. The level of theory is ωB97M-V/def2-TZVPD.

```
14
Properties=species:S:1:pos:R:3:forces:R:3
C 2.70923 0.38633 0.09584 0.37 -1.55 0.34
C 1.92421 -0.83364 -0.06424 1.41 0.39 0.56
C 2.34526 1.60634 -0.47791 -0.28 0.43 -0.69
N 3.87480 0.01599 0.60971 0.12 0.49 -0.03
N 2.66281 -1.83599 0.35513 -1.32 -0.31 -0.44
N 0.05681 1.94964 -1.14742 -0.25 -0.27 -0.87
N 0.65775 -0.84822 -0.47436 -0.61 -0.19 -0.20
O 3.85428 -1.29482 0.72194 0.41 0.57 0.21
O -0.74381 2.14276 1.33824 -0.18 1.30 -0.30
S -0.48504 2.87830 -0.17532 -0.24 -0.62 1.51
Cl 2.99308 3.00779 0.11344 0.49 0.29 0.41
H 0.33213 0.00380 -0.93291 -0.04 -0.23 0.00
H 0.21616 -1.73243 -0.65736 -0.02 0.05 -0.09
H -0.55522 1.20038 1.37516 0.13 -0.36 -0.41
```
Forces are in eV/Å.

## Properties
Calculated total energy (a.u.): -1343.75436
HOMO energy (spin up / spin down) (eV): -8.70 / -8.68
F_max (Eh/bohr): 0.0320
Relative energy (zero: lowest compared OMol25 entry of this formula, charge and spin) (eV): 2.998
HOMO-LUMO gap (spin up / spin down) (eV): 6.9 / 6.8



Record 5
This record from the OMol25 dataset describes one molecule with the formula C3H3ClO. The level of theory is ωB97M-V/def2-TZVPD.

```
8
Properties=species:S:1:pos:R:3:forces:R:3
C 0.86692 0.89651 -0.00221 -1.52 -1.31 -0.85
C 0.30251 -0.34037 -0.04163 1.75 0.89 0.99
Cl 1.26904 -1.76866 0.01784 0.12 -0.08 -0.32
C -1.13394 -0.54078 0.09163 -1.46 0.47 -0.93
O -1.81976 -1.51580 -0.07219 0.90 -0.47 0.29
H 0.26155 1.79411 -0.00039 -0.30 -0.17 0.18
H 1.89604 1.06854 -0.20084 0.80 -0.20 0.23
H -1.64237 0.40645 0.20779 -0.29 0.88 0.41
```
Forces are in eV/Å.

## Properties
Structure (SMILES): C=C(Cl)C=O
Calculated total energy (a.u.): -651.50166
HOMO energy (eV): -10.25
F_max (Eh/bohr): 0.0427
Relative energy (zero: lowest compared OMol25 entry of this formula, charge and spin) (eV): 0.185
HOMO-LUMO gap (eV): 9.9



Record 6
This record from the OMol25 dataset describes one molecule with the formula C3H3ClO2. The level of theory is ωB97M-V/def2-TZVPD.

```
9
Properties=species:S:1:pos:R:3:forces:R:3
C -0.12363 0.68216 -0.58358 1.97 -1.68 0.49
C -0.18577 0.58875 0.84975 0.12 -0.28 0.87
C 1.50622 -0.45690 0.02124 -1.50 5.15 -0.58
O 0.12892 1.78729 0.21773 0.20 0.70 0.09
O 0.96180 -0.14984 1.23558 -0.32 -0.01 0.69
Cl 3.14810 0.08439 -0.18608 -0.40 0.03 -0.03
H -0.91924 0.72074 -1.32007 0.39 -0.13 -0.23
H -0.97193 0.61913 1.59675 0.06 -0.14 -0.21
H 1.36332 -1.35466 -0.39022 -0.51 -3.64 -1.09
```
Forces are in eV/Å.

## Properties
Calculated total energy (a.u.): -726.62957
HOMO energy (eV): -9.09
F_max (Eh/bohr): 0.1049
Relative energy (zero: lowest compared OMol25 entry of this formula, charge and spin) (eV): 4.092
HOMO-LUMO gap (eV): 9.8



Record 7
This record from the OMol25 dataset describes a 2-piece molecular cluster, C3H3ClO2 overall. The level of theory is ωB97M-V/def2-TZVPD.

```
9
Properties=species:S:1:pos:R:3:forces:R:3
C -2.05227 0.51447 0.06772 -1.43 0.84 2.41
C -1.19720 0.64516 -0.85277 4.19 2.35 -2.88
O -0.33011 0.93434 -1.59949 -1.80 -0.83 0.73
H -2.66117 -0.32338 -0.04843 -1.24 -1.10 0.42
H -2.09008 1.25780 0.89971 -0.07 -0.93 -0.93
O 0.84230 -0.72678 0.10999 -0.73 -0.17 -0.24
C 1.94444 -0.75960 0.49193 0.64 -0.31 0.12
Cl 3.33577 -0.58748 -0.60291 -0.09 0.01 0.34
H 2.20832 -0.95453 1.53426 0.51 0.14 0.02
```
Forces are in eV/Å.

## Properties
Structure (SMILES): C=C=O.O=CCl
Calculated total energy (a.u.): -726.72672
HOMO energy (eV): -9.20
F_max (Eh/bohr): 0.1088
Relative energy (zero: lowest compared OMol25 entry of this formula, charge and spin) (eV): 1.448
HOMO-LUMO gap (eV): 9.9



Record 8
This record from the OMol25 dataset describes one molecule with the formula C3H3ClOS. The level of theory is ωB97M-V/def2-TZVPD.

```
9
Properties=species:S:1:pos:R:3:forces:R:3
O -2.10199 -0.53857 0.11113 0.17 0.00 -0.20
C -1.17491 -0.56775 -0.62405 1.60 -0.30 1.47
Cl -1.30922 -0.94397 -2.32522 -0.20 -0.12 -0.34
C 0.29728 -0.17937 -0.27900 0.83 0.49 0.25
C 0.64334 0.63160 0.91969 -0.11 0.10 -0.09
S 1.83958 -0.72942 0.86397 -2.13 -0.15 -1.03
H 0.79346 0.12561 -1.19293 -0.06 0.08 0.10
H 1.05850 1.62173 0.77227 0.01 -0.03 -0.10
H -0.04604 0.58014 1.75414 -0.09 -0.07 -0.07
```
Forces are in eV/Å.

## Properties
Structure (SMILES): O=C(Cl)[C@H]1CS1
Calculated total energy (a.u.): -1049.68900
HOMO energy (eV): -9.49
F_max (Eh/bohr): 0.0462
Relative energy (zero: lowest compared OMol25 entry of this formula, charge and spin) (eV): 0.692
HOMO-LUMO gap (eV): 8.8